[1]
86
Properties=species:S:1:pos:R:3 method="wB97M-V/def2-TZVPD" e_homo_ev=-8.8028 smiles="CCCCCCCCCCC[C@H]1[C@](F)(OCC)[C@@H](CC(=O)Br)[C@@H](CCCSC(=S)N2CCOCC2)OS1(=O)=O" gap_ev=8.429
C 9.54486 -0.35916 2.20037
C 8.71839 -1.63122 2.00414
C 7.58363 -1.45537 0.97347
C 7.56524 -2.54489 -0.10154
C 6.24268 -2.69610 -0.87259
C 6.24596 -1.99505 -2.23411
C 6.38967 -0.46417 -2.19525
C 5.44823 0.25926 -1.23322
C 4.00753 0.33054 -1.74921
C 3.15928 1.30255 -0.92563
C 1.81859 1.64827 -1.60910
C 0.65277 0.83442 -1.03426
C -0.02891 1.48994 0.17038
F -0.48668 2.74484 -0.18833
O 0.92169 1.59761 1.17493
C 1.06294 2.84350 1.87221
C 1.84425 2.56342 3.15534
C -1.20685 0.60393 0.61366
C -1.61876 0.81152 2.07566
C -0.93081 -0.15384 3.01561
O 0.11199 -0.68214 2.88492
Br -2.00365 -0.50135 4.62330
C -2.38324 0.68348 -0.37987
C -3.48777 1.67903 -0.07286
C -4.57918 1.64943 -1.16229
C -5.96268 1.91510 -0.56418
S -6.66356 0.49363 0.31655
C -7.81883 -0.15510 -0.84066
S -7.65473 -0.02357 -2.45119
N -8.86069 -0.84771 -0.17502
C -10.20482 -0.40156 -0.55992
C -11.21129 -1.49497 -0.21045
O -10.79969 -2.14251 0.97369
C -9.72023 -2.99827 0.65762
C -8.68772 -2.29938 -0.25283
O -1.94137 1.02522 -1.71297
S -0.58458 0.47399 -2.31044
O -0.66138 -0.94540 -2.46435
O -0.34661 1.29848 -3.44587
H 10.12937 -0.39001 3.12002
H 10.23707 -0.21498 1.36825
H 8.89664 0.51882 2.23184
H 9.36857 -2.43830 1.65919
H 8.29517 -1.92675 2.96546
H 6.61644 -1.44168 1.48357
H 7.69215 -0.47228 0.50565
H 7.78059 -3.49340 0.39967
H 8.38652 -2.37893 -0.80641
H 6.06675 -3.75753 -1.05907
H 5.41416 -2.33986 -0.25465
H 7.10830 -2.38698 -2.78160
H 5.34644 -2.25779 -2.79584
H 7.43055 -0.19734 -1.99601
H 6.16451 -0.09700 -3.20188
H 5.81777 1.27766 -1.07503
H 5.44364 -0.21939 -0.25200
H 4.03086 0.64791 -2.79525
H 3.57500 -0.67223 -1.66954
H 3.73296 2.22008 -0.77440
H 2.98293 0.85388 0.05282
H 1.60497 2.71174 -1.51289
H 1.91820 1.41412 -2.66644
H 1.01707 -0.13062 -0.68144
H 0.08757 3.27335 2.10229
H 1.59654 3.54854 1.23291
H 1.27117 2.85916 4.03359
H 2.01320 1.49027 3.24030
H 2.80381 3.07407 3.16691
H -0.81422 -0.41373 0.54950
H -2.68572 0.70035 2.24144
H -1.36161 1.81500 2.42169
H -2.83335 -0.31359 -0.43400
H -3.96161 1.43225 0.87623
H -3.05901 2.68309 -0.04143
H -4.36560 2.37132 -1.94804
H -4.59549 0.64459 -1.58815
H -5.90034 2.68933 0.20463
H -6.67565 2.23097 -1.32099
H -10.44539 0.50745 -0.00455
H -10.28489 -0.16411 -1.62689
H -11.28817 -2.22353 -1.02813
H -12.20139 -1.06900 -0.05892
H -10.08831 -3.89949 0.15094
H -9.27993 -3.30299 1.60529
H -8.78115 -2.66529 -1.28456
H -7.68072 -2.55352 0.08013



[2]
82
Properties=species:S:1:pos:R:3 method="wB97M-V/def2-TZVPD" e_homo_ev=-14.3414 charge=+2 gap_ev=3.907
C -0.35180 -4.83015 2.74168
O 0.87779 -4.44370 2.17506
C 1.20061 -5.19028 1.01125
C 0.43813 -4.70409 -0.22510
C 1.31380 -4.49656 -1.47265
C 1.38980 -3.02098 -1.86700
C 2.46269 -2.70586 -2.92236
C 3.39719 -1.51032 -2.63945
C 3.04306 -0.27754 -3.45804
C 1.63621 0.26334 -3.15966
C 1.72432 1.33494 -2.07485
C 0.42459 2.04365 -1.70521
P -0.83024 1.25705 -0.65718
O -1.85236 2.56089 -0.87346
C -2.75530 2.92890 0.17096
C -2.35674 4.23261 0.84778
C -1.28034 4.00774 1.91168
C -3.58898 5.00013 1.39669
C -4.67814 4.06569 1.93383
C -3.22713 5.97589 2.52320
O 0.26706 -0.25858 -0.22284
C 0.76248 -0.44979 0.91622
O 0.02184 -0.99478 1.85956
C 2.12719 -0.11004 1.30402
C 3.02703 -1.09760 1.71722
C 4.30354 -0.71748 2.10721
C 4.68017 0.62183 2.10887
C 3.78209 1.60056 1.68573
C 2.50708 1.23657 1.27698
C -2.10976 0.07290 -1.34730
Cl -1.65574 -0.30879 -2.99857
C -2.40977 -1.23893 -0.61433
C -3.52772 -2.03254 -1.27564
Cl -3.11839 -0.92291 1.06008
H -1.18114 -4.68461 2.04380
H -0.33955 -5.87416 3.05484
H -0.51489 -4.21487 3.62104
H 1.01955 -6.24924 1.19640
H 2.26970 -5.06717 0.86057
H -0.33145 -5.43117 -0.47613
H -0.08424 -3.78513 0.04090
H 0.86280 -5.04158 -2.29584
H 2.33106 -4.83777 -1.30633
H 0.42101 -2.68798 -2.24573
H 1.58353 -2.43752 -0.96245
H 3.05906 -3.59111 -3.11857
H 1.94305 -2.45968 -3.84666
H 4.39531 -1.81604 -2.94605
H 3.48166 -1.27173 -1.57831
H 3.18924 -0.47856 -4.51460
H 3.73467 0.52275 -3.19247
H 1.21869 0.74903 -4.03842
H 1.01689 -0.57004 -2.84230
H 2.34880 2.11134 -2.51723
H 2.27087 0.98734 -1.20515
H 0.65086 2.94055 -1.12925
H -0.08807 2.36087 -2.60925
H -0.79256 1.51541 0.71291
H -3.72697 3.07133 -0.29565
H -2.89233 2.12231 0.90478
H -1.90737 4.83081 0.05707
H -1.68929 3.67541 2.86442
H -0.54277 3.27140 1.58224
H -0.71904 4.91757 2.09134
H -3.98423 5.62329 0.59724
H -5.43234 4.64180 2.45615
H -5.18177 3.52567 1.13773
H -4.22335 3.35114 2.62067
H -3.01331 5.43486 3.44186
H -4.10990 6.56976 2.73796
H -2.40420 6.63428 2.26831
H 2.73914 -2.13651 1.73689
H 5.00826 -1.46512 2.43306
H 5.66178 0.92443 2.43427
H 4.04373 2.64538 1.67903
H 1.81705 1.99866 0.94258
H -3.03121 0.63960 -1.40597
H -1.54428 -1.88604 -0.51849
H -3.75659 -2.91954 -0.69140
H -3.20528 -2.35574 -2.25619
H -4.44210 -1.44592 -1.32703
Pt -1.57271 -0.24956 2.56905



[3]
80
Properties=species:S:1:pos:R:3 method="wB97M-V/def2-TZVPD" e_homo_ev=-9.6665 charge=+1 gap_ev=6.898
C 0.09834 1.94203 -1.25261
C -1.23230 1.41813 -1.39774
C -1.14795 0.18600 -2.13973
C 0.21612 0.01352 -2.54025
C 0.99053 1.07613 -1.97545
Hf -0.00605 -0.13872 -0.02740
C 1.43019 -4.13510 -0.02167
C 1.73976 -2.79488 0.36263
H 1.79936 -2.61979 1.44613
C 1.79783 -1.58067 -0.49436
H 1.81085 -1.78942 -1.57306
H 2.67170 -0.91974 -0.33265
C 0.71503 -4.80943 1.21523
H 0.66279 -4.08882 2.05898
H -0.34527 -5.03738 0.96290
H 1.07799 -5.73920 1.65679
C 0.39558 -4.12727 -1.16596
H 0.11234 -3.06472 -1.31094
H 0.61291 -4.48250 -2.18311
H -0.51472 -4.66189 -0.84225
C -2.47633 2.18439 -1.10497
H -2.37674 2.74018 -0.16353
H -2.72253 2.91720 -1.89074
H -3.33486 1.51432 -0.99806
C -2.31722 -0.59727 -2.63686
H -3.04151 -0.76972 -1.83276
H -2.84855 -0.08766 -3.45727
H -1.99997 -1.58275 -2.99691
C 0.69190 -0.91863 -3.60496
H 0.12728 -1.85863 -3.59224
H 0.58652 -0.49141 -4.61720
H 1.75408 -1.16074 -3.48698
C 2.40719 1.39689 -2.30694
H 2.95638 0.49940 -2.61659
H 2.49974 2.13120 -3.12633
H 2.92651 1.82081 -1.43819
C 0.41933 3.31846 -0.76859
H 1.46040 3.38340 -0.42618
H 0.28089 4.08749 -1.55122
H -0.22314 3.60065 0.07882
C -2.11129 -0.60432 1.28878
C -2.66905 -1.90353 1.77175
C -3.27522 0.16948 1.10591
C -3.39113 -2.54958 0.72115
H -2.42512 -2.61121 2.58977
C -4.52142 -0.41012 0.72065
H -3.31133 1.24844 1.20601
C -4.48644 -1.74797 0.29416
H -3.18427 -3.58948 0.32966
H -5.43740 0.18244 0.58906
H -5.28108 -2.19164 -0.32833
C 3.92256 -0.27683 2.35311
N 2.80856 0.20607 3.18213
C 2.66543 -0.49806 4.45515
P 1.75807 1.32847 2.63726
O 1.06892 0.79082 1.35198
N 0.55384 1.62761 3.68710
C -0.78038 1.99207 3.19226
C 0.77060 1.92635 5.10542
N 2.54914 2.73201 2.30089
C 1.97776 4.03623 2.63985
C 3.66482 2.80390 1.35348
H 4.09111 -1.34036 2.57802
H 4.85013 0.27778 2.56889
H 3.69647 -0.20200 1.28165
H 3.07165 0.09078 5.29024
H 1.61833 -0.74107 4.67104
H 3.22511 -1.43890 4.39681
H -0.75655 2.17773 2.10826
H -1.49485 1.17852 3.38131
H -1.11228 2.91840 3.68625
H 0.31590 1.14467 5.72923
H 1.83082 1.99623 5.37092
H 0.30113 2.88402 5.35998
H 2.78795 4.77225 2.58924
H 1.18578 4.34197 1.93819
H 1.57247 4.03927 3.65632
H 4.05468 3.83010 1.39304
H 4.47275 2.11723 1.62933
H 3.34808 2.59258 0.31813